1.
The following is a quantum chemistry calculation of a cluster of 2 separate species, CH2N3O2 in total in a non-equilibrium geometry, from OMol25.

```
8
Properties=species:S:1:pos:R:3
C -1.4909 0.1071 -1.2330
N 1.7744 0.2142 1.0120
N 0.4937 0.4200 0.7703
N -0.1109 -0.6693 0.3997
O -0.7243 0.1543 -2.1116
O -2.5379 0.2126 -0.6505
H 2.0628 1.0176 1.3930
H 0.5332 -1.4564 0.4201
```

The value obtained for the HOMO energy is -0.11366 hartree. For the frontier orbital gap, the calculation gives 7.17 eV. Its energy above the lowest of the compared OMol25 structures with the same formula, charge and spin is 37.2 kJ/mol. The total charge is -1.

2.
The following is a quantum chemistry calculation of a cluster of 3 separate species, C22H32BIN2O7 in total in a non-equilibrium geometry, from OMol25.

```
65
Properties=species:S:1:pos:R:3
C 1.9775 -2.6519 3.2519
C 2.2640 -1.5878 1.9942
O 1.5305 -0.3176 2.1412
C 0.4626 -0.1833 1.1212
C -0.2809 1.2798 1.4437
O -0.7597 1.3142 2.8351
C -2.2265 1.4147 2.9198
C -3.0131 0.0857 2.2776
O -4.4627 0.2313 2.4807
C -5.1535 -1.0657 2.5522
B -4.8257 -2.0798 1.2758
C -5.3441 -3.6370 1.1754
C -4.2422 -4.7030 0.5961
C -2.7292 -4.5446 1.2054
I -2.5871 -5.0685 3.3646
H 0.8173 -2.7118 3.4151
H 2.4672 -3.6943 3.0368
H 2.4423 -2.1164 4.2065
H 3.4186 -1.3153 2.0899
H 2.0857 -2.1024 0.9473
H 0.9325 -0.1729 0.0351
H -0.3486 -1.0347 1.1685
H 0.5465 2.0970 1.2160
H -1.1542 1.5001 0.6615
H -2.6260 2.3314 2.2789
H -2.5659 1.6236 4.0421
H -2.8112 0.1511 1.1153
H -2.5269 -0.8419 2.7993
H -6.3194 -0.8236 2.4697
H -5.0344 -1.6161 3.6006
H -4.2073 -1.6252 0.3611
H -5.8305 -3.9650 2.2075
H -6.2486 -3.6349 0.3970
H -4.6235 -5.7853 0.9255
H -4.2130 -4.7203 -0.5769
H -2.2017 -3.5172 0.9537
H -2.0644 -5.3737 0.6610
C 2.1607 5.9838 -1.4408
C 2.2419 4.6066 -1.2293
C 1.1596 3.7844 -1.5488
C -0.0028 4.3541 -2.0863
C -0.0899 5.7373 -2.2925
C 0.9979 6.5497 -1.9665
N -1.1345 3.4921 -2.4479
O -1.0259 2.2757 -2.2326
O -2.1316 4.0291 -2.9514
H 3.0092 6.6201 -1.1954
H 3.1510 4.1731 -0.8178
H 1.2388 2.7130 -1.3780
H -0.9878 6.1933 -2.7043
H 0.9412 7.6243 -2.1257
C 4.5311 -1.8057 -4.5222
C 5.1482 -2.1117 -3.3082
C 4.9730 -1.2757 -2.2038
C 4.1704 -0.1330 -2.3256
C 3.5559 0.1807 -3.5452
C 3.7408 -0.6615 -4.6435
N 3.9617 0.7361 -1.1613
O 4.5377 0.4349 -0.1052
O 3.2187 1.7183 -1.2996
H 4.6660 -2.4636 -5.3790
H 5.7638 -3.0045 -3.2220
H 5.4606 -1.5281 -1.2647
H 2.9344 1.0670 -3.6550
H 3.2656 -0.4282 -5.5937
```

The SMILES is O=[N+]([O-])c1ccccc1.O=[N+]([O-])c1ccccc1.CCOCCOCCOCBCCCI. The value obtained for the HOMO energy is -0.33694 hartree. For the frontier orbital gap, the calculation gives 8.19 eV.

3.
The following is a quantum chemistry calculation of a cluster of 5 separate species, C32H80BrN4O4 in total in a non-equilibrium geometry, from OMol25.

```
121
Properties=species:S:1:pos:R:3
C 1.6186 1.5798 6.2409
C 0.2735 2.1279 5.9108
N -0.1256 2.0254 4.4365
C -1.4522 2.6979 4.1837
C 0.9202 2.6342 3.5330
C 1.0592 4.1437 3.6646
C -0.2771 0.5553 4.0671
C -1.3783 -0.2036 4.7917
O -1.1068 -0.3718 6.1575
C -1.5610 -1.6085 6.6852
H 1.7003 0.5067 6.0647
H 1.8171 1.7367 7.3050
H 2.5214 2.0439 5.8368
H 0.1479 3.1821 6.1718
H -0.5656 1.6967 6.4546
H -1.7320 2.6692 3.1324
H -1.2618 3.7234 4.4842
H -2.2381 2.2420 4.7766
H 0.7699 2.3855 2.4813
H 1.8226 2.1352 3.8826
H 0.1855 4.7488 3.4199
H 1.8476 4.5053 3.0077
H 1.2517 4.3981 4.7087
H 0.7050 0.0884 3.9733
H -0.5052 0.6028 2.9942
H -1.3607 -1.1920 4.3181
H -2.3696 0.2011 4.5848
H -1.8753 -1.5664 7.7268
H -0.7225 -2.3068 6.6248
H -2.4307 -2.0400 6.1812
C 3.2499 3.6174 0.2389
C 2.5407 2.4744 -0.4609
N 3.2456 1.1207 -0.2445
C 2.6848 0.1844 -1.2492
C 4.7329 1.2359 -0.4445
C 5.1764 1.8062 -1.7961
C 2.8968 0.6988 1.1603
C 3.2879 -0.7366 1.5265
O 4.6948 -0.7790 1.6764
C 5.2399 -2.0820 1.4851
H 4.2468 3.7969 -0.1624
H 3.4281 3.4190 1.2998
H 2.7189 4.5654 0.1780
H 2.7437 2.6210 -1.5228
H 1.4733 2.4418 -0.2568
H 1.6200 0.0713 -1.0168
H 3.1104 -0.8148 -1.2614
H 2.7163 0.6650 -2.2234
H 5.1734 0.2479 -0.3588
H 5.2010 1.8417 0.3287
H 4.8909 1.1083 -2.5800
H 6.2658 1.9009 -1.7909
H 4.9488 2.8548 -1.9973
H 1.8017 0.6987 1.1418
H 3.3065 1.4127 1.8653
H 2.9124 -1.5074 0.8533
H 2.8941 -0.8600 2.5416
H 6.3178 -2.1387 1.6240
H 5.1150 -2.3547 0.4296
H 4.7570 -2.7709 2.1795
C -1.1104 -6.1869 -0.2245
C -1.4186 -5.1655 0.8809
N -1.6795 -3.6766 0.4972
C -2.3616 -3.0134 1.6561
C -0.3961 -2.9186 0.2596
C 0.5134 -3.4568 -0.8296
C -2.5762 -3.7126 -0.7208
C -2.8735 -2.3376 -1.2494
O -4.2635 -2.1748 -1.4453
C -4.6071 -1.1458 -2.3559
H -0.4351 -6.9417 0.1688
H -0.5246 -5.7473 -1.0332
H -2.0521 -6.5104 -0.6540
H -0.7696 -5.1730 1.7547
H -2.4097 -5.3651 1.2921
H -1.7499 -2.8987 2.5445
H -3.3019 -3.5295 1.8305
H -2.5935 -2.0078 1.3005
H 0.1989 -3.0110 1.1688
H -0.6636 -1.8721 0.1210
H 0.1462 -3.4694 -1.8616
H 0.9095 -4.4383 -0.5836
H 1.3570 -2.7835 -1.0153
H -3.4801 -4.2323 -0.3871
H -2.1789 -4.4440 -1.4155
H -2.4193 -2.3032 -2.2553
H -2.4649 -1.4205 -0.8076
H -4.2707 -0.2027 -1.9115
H -5.6822 -1.2461 -2.4793
H -4.1532 -1.2950 -3.3435
C -4.0474 1.8690 -5.5307
C -3.0590 1.1450 -4.5984
N -1.6485 1.7262 -4.6490
C -1.0838 1.5028 -6.0461
C -1.5521 3.2187 -4.4741
C -2.3758 3.6471 -3.2328
C -0.7663 1.0052 -3.6555
C -0.1755 -0.3302 -4.0359
O -1.1151 -1.2046 -4.5394
C -0.7240 -2.4856 -4.9242
H -3.8775 2.9385 -5.4181
H -5.0964 1.7232 -5.2744
H -3.9380 1.4566 -6.5302
H -2.9351 0.1405 -4.9966
H -3.3075 1.0722 -3.5454
H -0.0083 1.6362 -5.9972
H -1.4986 2.1692 -6.8005
H -1.4396 0.5251 -6.3673
H -1.9753 3.7643 -5.3125
H -0.5019 3.4819 -4.3892
H -2.4366 4.7320 -3.1178
H -1.8129 3.3931 -2.3295
H -3.3996 3.2923 -3.1763
H -1.3422 0.9714 -2.7335
H 0.0426 1.6996 -3.4256
H 0.3660 -0.7489 -3.1668
H 0.7328 -0.1510 -4.6395
H -0.1473 -3.0333 -4.1658
H -0.0623 -2.5857 -5.7957
H -1.6045 -3.0620 -5.1996
Br -0.9693 1.0910 0.2022
```

The value obtained for the HOMO energy is -0.56569 hartree. For the frontier orbital gap, the calculation gives 9.38 eV. The total charge is +3.

4.
The following is a quantum chemistry calculation of an isolated molecule of C5H11NO2 in a non-equilibrium geometry, from OMol25.

```
19
Properties=species:S:1:pos:R:3
C 0.3222 -0.4009 0.6192
C -0.3863 0.4487 -0.4117
C 0.9802 -0.6555 -2.2562
C -1.7813 0.1317 2.1411
N 0.4066 0.5762 -1.7251
C -0.2945 -0.0615 1.9883
O 1.4555 1.5578 -1.5376
O 0.4245 -0.1022 2.9866
H 2.2987 1.0702 -1.4969
H 1.3865 -0.1536 0.6775
H 0.1780 -1.4688 0.4281
H -1.3451 -0.0068 -0.6844
H -0.5848 1.4709 -0.0748
H 1.3307 -0.4864 -3.2811
H 1.8287 -1.0221 -1.6654
H 0.2278 -1.4501 -2.2949
H -2.0689 1.1184 1.7719
H -2.3323 -0.6491 1.6137
H -2.0463 0.0833 3.2017
```

The SMILES is CC(=O)CCN(C)O. The value obtained for the HOMO energy is -0.32088 hartree. For the frontier orbital gap, the calculation gives 9.44 eV. Its energy above the lowest of the compared OMol25 structures with the same formula, charge and spin is 295.3 kJ/mol.

5.
The following is a quantum chemistry calculation of a cluster of 5 separate species, C24H50F3NO11 in total in a non-equilibrium geometry, from OMol25.

```
89
Properties=species:S:1:pos:R:3
C 1.4292 -2.8866 0.3857
C 0.5977 -2.6063 1.6063
N -0.0417 -2.3454 2.5402
H 1.3529 -2.1052 -0.3704
H 1.2732 -3.8902 -0.0099
H 2.4723 -2.9583 0.6938
C -1.6863 1.4340 2.8172
O -2.3988 0.9877 1.6453
C -2.4799 -0.3947 1.1875
C -3.5954 -0.6049 0.1482
O -4.9472 -0.3892 0.7656
C -5.8700 0.3129 -0.1041
C -7.2020 0.6829 0.6179
O -7.7508 -0.5382 1.2344
C -9.0899 -0.4861 1.7633
H -1.7832 2.4770 3.1187
H -0.6228 1.2009 2.7668
H -2.1460 1.0704 3.7363
H -2.5007 -1.1133 2.0069
H -1.5737 -0.6351 0.6315
H -3.5849 -1.6194 -0.2503
H -3.4217 0.1395 -0.6289
H -6.1872 -0.2546 -0.9791
H -5.4549 1.2646 -0.4358
H -8.0110 1.1412 0.0491
H -7.0008 1.4415 1.3744
H -8.9975 -0.5724 2.8459
H -9.7044 -1.3521 1.5176
H -9.5129 0.5057 1.6036
C 7.7575 0.5325 2.9936
O 7.2965 -0.3438 1.9615
C 5.8377 -0.3940 1.9169
C 5.3589 -1.6746 1.2530
O 5.6499 -2.8383 1.9604
C 5.0249 -4.0405 1.6327
C 5.6892 -5.3045 2.1930
O 4.9453 -6.4832 1.9446
C 4.1036 -6.8896 3.0536
H 7.3291 1.5022 2.7399
H 8.8474 0.5373 3.0085
H 7.4124 0.1386 3.9496
H 5.3423 0.3795 1.3300
H 5.4958 -0.3856 2.9518
H 5.8775 -1.8420 0.3090
H 4.3140 -1.6969 0.9436
H 5.1838 -4.2219 0.5697
H 3.9500 -4.0023 1.8098
H 5.7729 -5.2019 3.2750
H 6.6986 -5.4590 1.8118
H 3.8313 -7.9324 2.8908
H 3.2327 -6.3286 3.3925
H 4.6025 -6.9372 4.0216
C 1.4984 1.0436 0.6076
O 0.5675 1.8863 -0.0908
C 1.0055 3.1078 -0.5187
C -0.2854 3.9408 -0.6916
O -0.3293 4.9124 -1.7743
C -1.6125 5.5810 -1.8960
C -1.5864 6.4580 -3.1634
O -1.3686 5.5698 -4.2323
C -2.3624 5.7449 -5.2122
H 1.0993 0.1950 1.1633
H 2.1456 1.6056 1.2809
H 2.2513 0.7321 -0.1164
H 1.4145 2.9741 -1.5202
H 1.6530 3.7208 0.1082
H -0.4601 4.6487 0.1186
H -1.1021 3.2219 -0.7583
H -1.6907 6.1278 -0.9564
H -2.3994 4.8268 -1.8845
H -0.7923 7.1997 -3.0775
H -2.4901 7.0558 -3.2814
H -2.2629 5.0197 -6.0199
H -2.5101 6.7737 -5.5405
H -3.3409 5.5397 -4.7779
C -1.0514 0.7714 -3.5828
C -0.4470 0.0723 -2.4182
O 0.0182 -1.1792 -2.7677
C -0.7641 -2.2858 -2.6919
O -1.8889 -2.2753 -2.1312
C -0.1325 -3.6253 -3.1653
F 0.1022 -4.3786 -2.0692
F -0.8955 -4.2903 -3.9746
F 1.0784 -3.4421 -3.7002
H -2.0528 0.4051 -3.8089
H -0.4732 0.6346 -4.4965
H -0.9417 1.8478 -3.4504
H -1.0968 0.1170 -1.5442
H 0.3877 0.7224 -2.1559
```

The value obtained for the HOMO energy (alpha / beta) is -0.00535 / -0.18099 hartree. The spin multiplicity is 2. For the frontier orbital gap (alpha / beta), the calculation gives 2.48 / 7.26 eV. Its energy above the lowest of the compared OMol25 structures with the same formula, charge and spin is 18.7 kJ/mol. As for the expectation value of S²: 0.753. The total charge is -1.

What did the first record say?
The following is a quantum chemistry calculation of a cluster of 2 separate species, CH2N3O2 in total in a non-equilibrium geometry, from OMol25.

```
8
Properties=species:S:1:pos:R:3
C -1.4909 0.1071 -1.2330
N 1.7744 0.2142 1.0120
N 0.4937 0.4200 0.7703
N -0.1109 -0.6693 0.3997
O -0.7243 0.1543 -2.1116
O -2.5379 0.2126 -0.6505
H 2.0628 1.0176 1.3930
H 0.5332 -1.4564 0.4201
```

The value obtained for the HOMO energy is -0.11366 hartree. For the frontier orbital gap, the calculation gives 7.17 eV. Its energy above the lowest of the compared OMol25 structures with the same formula, charge and spin is 37.2 kJ/mol. The total charge is -1.